ORCA calculation (wB97M-V/def2-TZVPD) on C43H106CuN7O17 as an isolated structure at a distorted geometry.

Structure (XYZ):
```
174
Properties=species:S:1:pos:R:3:forces:R:3
C 5.749496 8.964086 -1.687875 0.040 -1.237 -0.320
H -2.760448 -6.302631 1.522180 0.143 0.095 -0.003
H -3.694373 0.157507 -2.451054 0.337 -0.144 0.137
H 5.570354 3.311965 -7.718712 0.025 0.278 -0.084
C 3.798951 -6.303267 -3.402358 0.046 0.083 0.301
O -7.877681 1.429805 3.199529 0.059 -0.048 0.509
C -11.684651 2.477615 1.512803 -0.617 0.471 0.194
C 1.570964 -2.220196 7.413513 0.290 0.397 -0.053
H 4.542704 -7.081170 -3.574997 -0.209 -0.410 -0.104
C 4.087525 6.227980 -1.991380 -1.253 -0.126 0.423
C 1.547710 -0.336075 8.863593 -0.055 0.756 -0.398
H -2.094578 1.866819 -2.235075 0.303 -0.236 -0.228
H 4.162952 1.817938 2.436812 -0.290 0.667 0.028
H 0.727590 -2.742946 7.864672 -0.163 0.205 0.314
H -4.063607 -8.707011 0.680435 -0.212 -0.517 0.486
O -0.460603 -2.929563 -1.563078 -0.524 -1.133 -0.046
H 6.765724 3.499259 0.461593 0.255 0.333 0.118
H 6.851750 -6.086434 -1.746235 0.093 0.067 0.076
C 3.511450 1.587466 -7.349850 -1.176 0.040 0.176
C -7.430845 -8.902161 -1.553992 -0.161 0.151 0.076
H -2.004646 3.811221 2.407150 -0.419 0.239 0.128
H -2.732363 2.935447 -3.515872 -0.121 -0.128 -0.262
N -2.137017 3.600502 -0.200629 0.349 0.682 -0.802
H -1.613870 5.657019 -0.054461 0.498 -0.229 0.112
H 4.240437 -5.196002 0.698108 -0.280 -0.166 0.125
H -0.143980 2.683466 -8.437101 -0.272 0.412 0.288
H -11.510232 2.932574 0.537771 0.018 -0.219 -0.162
H -5.817956 1.180393 3.221307 0.174 0.511 -0.119
H 3.541676 2.797397 10.685530 -0.192 0.066 -0.052
H -15.589311 2.531380 2.848062 0.219 -0.054 0.301
H 3.159733 8.063141 -1.332788 0.310 0.480 -0.611
H -9.363113 1.818616 0.272040 0.186 0.074 -0.185
H 6.647995 3.309556 7.102751 -0.401 0.179 0.051
H -0.823413 -7.584578 1.177390 0.591 -0.483 0.070
H -1.458284 4.084027 -2.048997 -0.063 0.721 -0.269
C 0.114743 1.659103 -8.705156 -0.512 1.479 0.266
C 7.137067 2.989950 8.022946 0.382 0.223 0.641
C 5.423382 4.908981 -0.540965 0.442 -0.722 0.592
H -4.384964 -5.964502 -0.111321 -0.006 0.058 0.095
C 0.295765 -2.004157 -0.964943 2.547 3.231 0.103
C 2.015121 1.826501 -7.309883 -0.465 -0.506 -0.294
O 6.668053 4.013823 -6.090964 -1.021 -1.512 -0.275
N 4.505106 -5.036070 -3.335697 0.964 -0.228 -0.033
C -1.745412 -8.002844 0.773560 1.063 -0.848 -0.439
H 5.357622 1.312065 1.338068 0.190 0.150 -0.496
H -13.421777 1.225830 0.861684 0.643 -0.520 -0.058
C -0.878047 -10.169873 0.073037 -0.445 0.642 0.239
H 5.816753 -3.815566 -2.167894 0.800 -0.518 -0.428
O -6.223430 -8.628329 -0.891363 0.408 -1.343 -0.377
H 3.758859 1.312873 -5.341418 -0.003 -0.127 -0.037
H 7.141146 2.541230 -7.435730 0.180 -0.011 -0.222
C 5.895789 -5.892564 -1.259766 -0.483 1.480 -1.121
O 6.319795 2.300352 8.926406 -0.547 -1.344 0.178
Cu 1.486633 2.303327 0.337879 -0.391 0.032 -0.043
C -2.839464 -7.388700 1.570041 -1.344 0.144 -1.043
H 1.623997 4.685824 2.934134 -0.005 -0.316 -0.476
C -9.344206 1.920881 1.357064 0.635 -2.194 -0.524
C -15.422241 2.657521 1.778356 -0.315 -0.630 0.077
C 6.256007 2.953208 -6.951062 -0.543 -1.771 0.743
H -1.765738 5.638891 2.434929 -0.090 -0.213 0.608
H -16.122026 3.426154 1.450319 0.386 0.191 -0.199
C -13.139144 1.955857 1.620151 -0.120 -0.195 -0.143
H 1.764906 2.854805 -7.048958 0.138 0.227 0.152
C 5.741686 3.546223 0.091123 0.108 0.491 -0.364
C 5.548537 1.737845 -6.204312 0.951 1.560 0.576
C 4.166246 2.147494 10.072646 0.370 -0.499 0.611
H 4.788333 3.559195 8.568886 -0.409 0.206 -0.098
H 4.438506 -4.180681 -1.408294 -0.444 -0.697 0.759
H 8.362105 4.605149 -7.114547 0.161 -0.022 -0.054
H 3.263563 -6.241339 -5.484807 0.123 -0.235 -0.219
H -6.181316 -6.614963 -1.410856 -0.351 -0.134 -0.711
C -4.477445 0.879179 -2.683617 1.201 -0.867 0.332
O 4.839366 3.378813 1.145126 -1.016 -1.525 1.373
C -4.514169 -7.038421 -0.245894 -1.111 -0.508 1.357
H -11.568587 3.281874 2.239294 -0.331 0.465 0.018
N -10.653252 1.483331 1.808917 -0.382 0.122 0.044
H -7.525493 -9.963487 -1.783609 0.506 0.014 -0.041
H -3.911925 -7.340686 -1.102650 0.088 -0.083 -0.175
C 3.948366 7.384218 -1.008418 1.052 1.060 -0.010
H -2.714563 -7.659767 2.618379 -0.351 -0.275 -0.001
C -6.714851 0.797589 3.708269 0.465 -0.502 -1.242
H 2.185646 -7.265742 -4.490290 -0.216 0.030 -0.011
H 3.977089 0.866683 8.558394 -0.403 -0.741 0.108
O 1.146404 -1.410239 -1.696613 0.214 -0.439 -1.624
H -0.742574 -11.166956 0.492032 -0.251 0.105 0.100
C 2.750758 -6.334416 -4.527490 0.589 1.403 0.491
O -1.839115 -9.441397 0.863057 0.787 0.033 0.159
H 3.493691 7.036878 -0.080675 0.674 -0.262 0.324
H 0.746174 -5.858209 -6.012099 0.139 -0.142 -0.020
H 2.215016 -2.993984 6.995726 0.280 0.223 0.192
C 5.108101 -5.777876 1.009039 0.487 0.684 -0.363
H 1.632219 1.079584 10.511361 -0.081 0.620 -0.573
H 5.311383 -6.804246 -1.383850 -0.215 -0.056 0.381
H -5.355704 0.449895 -2.201468 -0.190 0.761 0.122
H -1.213154 -10.256516 -0.960557 -0.182 -0.039 -0.123
H 4.946583 9.403869 -2.279526 0.295 0.428 -0.120
H -0.453317 1.034843 -8.015413 -0.014 -0.519 -0.226
N 4.133969 1.904283 -6.069199 -0.727 1.026 -0.919
O 2.308179 -1.403701 8.320423 -0.056 -0.614 0.670
H 1.556776 1.160210 -6.579085 -0.205 -0.074 0.300
H 5.471292 -5.385873 1.959046 -0.098 -0.044 -0.007
O 6.171102 -5.553636 0.082812 -0.054 -0.466 0.050
H 5.668950 2.712593 -0.607345 -0.220 -0.080 -0.398
H 0.101172 -3.023709 -2.335832 -0.292 -0.421 -0.861
H -6.727446 -6.997878 0.174648 0.328 0.209 0.615
H 5.837055 2.329170 2.678171 0.038 0.197 0.046
H 6.492239 9.656979 -1.292490 -0.795 0.443 0.697
C -2.438624 3.865663 -1.625512 0.553 -1.335 0.045
H -6.526646 0.858751 4.780161 -0.793 0.211 -0.021
O 1.488661 1.531993 -8.595304 1.082 -0.607 -0.238
H 4.864611 6.367219 -2.742942 0.074 0.408 -0.054
O 5.183986 8.129652 -0.686694 -1.092 -0.738 0.590
H -15.711547 1.724237 1.295253 -0.147 -0.246 -0.130
H 6.823124 5.225009 -7.766241 -0.114 -0.137 -0.236
H 6.426985 8.374342 -2.305373 -0.356 -0.373 -0.682
H 7.964895 2.346985 7.723971 -0.089 -0.144 0.211
H -4.588889 0.774663 -3.762856 -0.181 0.799 -0.235
C 5.058843 2.176988 1.930294 0.282 0.211 -0.463
C 5.182894 -4.689955 -2.020353 -1.304 -0.085 -0.547
H 0.599987 -0.622620 9.319466 -0.073 -0.655 0.070
C -6.002695 -7.299453 -0.581586 0.645 1.226 -0.095
H 0.100381 -9.690645 0.039738 0.073 0.226 0.243
O -4.102471 2.145533 -2.155082 -1.320 0.169 0.003
H -3.179841 5.271666 0.505701 -0.269 0.197 0.600
H -6.705790 -0.238510 3.369874 -0.176 -0.440 0.490
H 5.489211 3.756668 10.162262 0.400 0.164 0.123
H -0.200772 1.617909 -9.747672 0.166 -0.745 0.069
H 4.742985 1.534538 10.765309 0.097 -0.262 0.525
H -13.214891 1.486919 2.601195 -0.276 -0.132 0.251
C 0.559172 4.525763 3.103271 -0.478 0.294 -0.416
H 0.401673 -4.187649 -5.597851 -0.045 -0.073 1.038
H 1.292334 0.290918 8.009318 -0.213 0.470 -0.016
H -2.791325 2.943505 0.199793 -0.310 0.117 0.080
H -9.068742 2.954279 1.567571 0.073 0.112 0.430
C -2.829410 2.636143 -2.472278 0.140 0.184 0.892
C 2.316510 0.496256 9.895274 1.273 -0.568 -1.290
H 7.374956 5.824589 -6.223711 0.506 0.200 -0.191
H -7.388942 0.909379 1.250494 0.240 0.328 -0.173
H 0.410687 3.619339 3.690170 -0.100 -0.158 -0.080
O -0.146864 4.489529 1.834096 0.244 0.049 0.455
O 0.197692 -1.680658 0.202583 -1.783 -0.573 2.585
C 7.356476 4.939464 -6.859551 0.052 1.233 0.527
O 1.913013 -5.158119 -4.399862 -0.695 -0.899 0.025
N 4.218457 4.904393 -1.361200 0.616 0.400 0.121
N 3.357824 1.329944 9.208009 -1.071 0.388 0.337
N -4.170739 -7.758901 1.011680 0.441 0.497 -0.322
H 3.105926 6.154321 -2.459526 0.113 0.273 -0.595
H 5.963664 1.737670 -5.196460 0.297 -0.284 -0.021
H 3.696786 0.545586 -7.611051 -0.007 -0.281 -0.254
H -7.482927 -8.317017 -2.472144 -0.171 0.017 -0.206
C -1.598688 4.695288 1.915493 1.358 0.568 -0.529
H 3.319352 -6.502289 -2.443987 -0.403 -0.299 0.178
H -10.571260 1.397650 2.811935 -0.280 -0.155 0.258
H -8.303105 -8.685563 -0.937269 -0.122 0.374 0.211
H 1.219621 -1.602050 6.587354 -0.232 0.016 -0.161
H 3.819010 -4.367586 -3.655845 0.276 0.701 0.579
C -8.257089 0.926610 1.909373 0.094 1.568 0.258
C 5.201914 3.014397 9.417552 -0.018 0.716 -0.980
H -3.118556 4.711989 -1.723137 -0.202 -0.013 -0.305
H -8.536424 -0.122472 2.006897 -0.708 0.027 -0.082
H 5.709317 0.776203 -6.691662 0.820 -0.025 -0.278
H 0.289732 5.375792 3.730137 -0.506 0.125 -0.100
H -1.735016 -7.772529 -0.291781 -0.350 0.465 -0.126
O -14.107183 2.983077 1.452954 0.967 1.253 0.198
C -2.155261 4.899797 0.512644 -0.103 -1.740 0.022
C 1.186080 -4.944347 -5.612795 0.893 0.425 -0.231
H 4.863079 -6.831941 1.139415 -0.023 -0.139 -0.221
H 5.281220 5.607059 0.284009 -0.041 -0.012 0.027
H 6.291363 5.285748 -1.082030 0.263 -0.068 -0.267
H 2.702421 -0.202557 10.637458 0.629 -0.289 0.043
H 1.917843 -4.502489 -6.289096 0.007 -0.375 -0.686
H 4.402050 4.329183 -2.170840 -0.036 -0.680 0.037
H 7.541630 3.830886 8.586209 0.277 0.491 -0.469
H 3.829404 2.193964 -8.197870 0.656 0.156 0.305
```
Forces are in eV/Å.

Properties
Orbital gap   3.9 eV
ΔE to the lowest compared entry with this formula, charge and spin   601.0 kJ/mol
Maximum force   0.08004 hartree/bohr
Calculated total energy   -5004.201668 hartree
Highest occupied orbital energy   -0.2425 hartree

Here are the Mulliken charges for atoms 1 to 5, given in e:
1 C -0.72
2 H 0.37
3 H 0.30
4 H 0.31
5 C -0.59